# 1
46
Properties=species:S:1:pos:R:3 method="wB97M-V/def2-TZVPD" multiplicity=5 homo_lumo_gap_ev="8.279 / 6.637" s_squared=6.02 lumo_ev="-6.8 / -8.3" energy_ha=-2436.94104 charge=+2
Os 0.675 -0.419 -0.071
O 2.556 0.017 -1.338
C 3.042 -1.122 -2.098
C 3.810 -2.052 -1.175
C 3.080 -2.335 0.145
C 1.833 -3.157 -0.013
C 1.864 -4.538 -0.022
C 0.681 -5.252 -0.108
C -0.522 -4.564 -0.190
C -0.503 -3.190 -0.209
N 0.654 -2.492 -0.126
H 2.885 0.855 -1.685
H 3.677 -0.772 -2.908
H 2.171 -1.609 -2.541
H 4.786 -1.627 -0.940
H 3.981 -2.986 -1.713
H 2.845 -1.383 0.652
H 3.757 -2.842 0.833
H 2.816 -5.045 0.058
H 0.694 -6.333 -0.096
H -1.468 -5.082 -0.247
H -1.410 -2.614 -0.305
Cl 0.525 3.302 -1.897
C 0.115 3.678 -0.210
Cl -1.074 4.965 -0.113
C -0.378 2.401 0.468
O -1.436 2.297 1.021
O 0.543 1.437 0.405
H 1.025 4.019 0.278
N -1.885 -0.312 -1.822
C -0.922 -0.366 -1.183
C -5.989 2.971 -1.580
N -5.318 3.555 -0.431
C -5.627 4.915 0.040
C -4.741 5.069 1.293
N -4.107 3.747 1.386
C -4.465 2.966 0.380
S -3.900 1.346 0.179
H -7.035 2.772 -1.349
H -5.496 2.042 -1.858
H -5.934 3.667 -2.415
H -6.691 5.005 0.258
H -5.374 5.630 -0.743
H -5.322 5.266 2.191
H -3.992 5.850 1.180
H -3.354 3.514 2.011

=====

# 2
46
Properties=species:S:1:pos:R:3 method="wB97M-V/def2-TZVPD" multiplicity=2 homo_lumo_gap_ev="5.551 / 5.663" s_squared=0.77 lumo_ev="4.7 / 4.6" energy_ha=-2718.07169 charge=-2
Co -0.527 -0.360 0.182
C 1.340 -1.794 -1.322
C 0.766 -2.276 -2.502
C -0.132 -3.309 -2.149
C -0.120 -3.452 -0.763
C 0.765 -2.488 -0.220
H 2.171 -1.108 -1.261
H 0.959 -1.902 -3.500
H -0.780 -3.845 -2.830
H -0.745 -4.117 -0.191
H 1.157 -2.495 0.790
N -3.728 0.131 -0.889
C -2.838 1.132 -1.188
N -3.211 2.281 -1.734
N -2.059 2.975 -1.831
N -1.077 2.289 -1.369
N -1.530 1.079 -0.956
C -3.439 -0.973 -0.120
N -4.381 -1.814 0.277
N -3.714 -2.696 1.049
N -2.462 -2.416 1.082
N -2.231 -1.322 0.321
H -4.701 0.330 -1.037
C 3.849 1.990 -2.630
C 2.577 1.557 -2.982
C 1.669 1.173 -2.010
C 2.028 1.238 -0.669
C 3.304 1.656 -0.312
C 4.211 2.032 -1.290
N 1.079 0.832 0.330
N 1.319 1.340 1.469
C 0.419 0.926 2.448
C 0.584 1.440 3.739
C -0.302 1.057 4.723
C -1.332 0.170 4.393
C -1.476 -0.328 3.107
C -0.598 0.032 2.074
H 4.559 2.281 -3.396
H 2.286 1.507 -4.023
H 0.689 0.813 -2.278
H 3.575 1.678 0.735
H 5.207 2.350 -1.004
H 1.395 2.129 3.937
H -0.206 1.440 5.733
H -2.035 -0.136 5.162
H -2.281 -1.024 2.905

=====

# 3
106
Properties=species:S:1:pos:R:3 method="wB97M-V/def2-TZVPD" homo_lumo_gap_ev="3.234 / 3.324" lumo_ev="-13.1 / -13.0" energy_ha=-3711.88491 charge=+4
Pt -1.213 0.195 0.347
C 3.579 0.163 -2.960
N 2.185 0.450 -2.736
C 1.499 0.288 -1.572
N 0.213 0.607 -1.729
C 0.067 0.990 -3.035
C 1.314 0.881 -3.681
C 1.629 1.086 -5.085
C 2.694 1.898 -5.497
C 2.947 2.073 -6.843
C 2.161 1.431 -7.799
C 1.110 0.610 -7.398
C 0.835 0.445 -6.058
C -1.123 1.486 -3.671
C -1.070 2.360 -4.751
C -2.199 2.691 -5.487
C -3.438 2.079 -5.201
C -3.568 1.271 -4.120
C -2.450 1.042 -3.181
P 2.471 -0.230 -0.093
C 1.470 -1.684 0.442
N 0.190 -1.672 0.788
C -0.114 -2.898 1.274
C 1.041 -3.709 1.203
N 2.009 -2.910 0.667
C 3.385 -3.275 0.444
C 1.207 -5.078 1.639
C 1.950 -6.020 0.905
C 2.070 -7.319 1.353
C 1.467 -7.718 2.548
C 0.732 -6.794 3.288
C 0.597 -5.498 2.846
C -1.424 -3.192 1.809
C -2.011 -4.466 1.729
C -3.228 -4.710 2.336
C -3.882 -3.697 3.029
C -3.322 -2.425 3.089
C -2.111 -2.166 2.478
C 1.743 0.966 1.099
N 0.444 1.215 1.213
C 0.271 2.106 2.222
C 1.536 2.440 2.731
N 2.434 1.697 2.007
C 3.868 1.708 2.144
C 1.832 3.444 3.727
C 2.871 3.335 4.668
C 3.101 4.354 5.571
C 2.316 5.509 5.554
C 1.285 5.627 4.625
C 1.032 4.609 3.737
C -1.087 2.387 2.646
C -2.090 2.462 1.655
C -3.423 2.574 2.033
C -3.766 2.601 3.379
C -2.776 2.547 4.352
C -1.444 2.443 3.995
H 3.873 -0.736 -2.419
H 4.206 0.993 -2.630
H 3.742 -0.003 -4.024
H 3.288 2.426 -4.767
H 3.754 2.718 -7.157
H 2.358 1.574 -8.850
H 0.513 0.092 -8.132
H 0.035 -0.204 -5.737
H -0.126 2.793 -5.040
H -2.122 3.385 -6.306
H -4.276 2.263 -5.855
H -4.505 0.782 -3.899
H -2.421 0.011 -2.812
H 3.695 -4.013 1.183
H 4.020 -2.393 0.532
H 3.519 -3.702 -0.551
H 2.373 -5.759 -0.053
H 2.615 -8.043 0.766
H 1.564 -8.737 2.892
H 0.280 -7.093 4.221
H 0.066 -4.778 3.448
H -1.520 -5.248 1.170
H -3.668 -5.691 2.281
H -4.813 -3.901 3.531
H -3.821 -1.643 3.640
H -1.639 -1.190 2.588
H 4.217 2.714 2.372
H 4.326 1.379 1.212
H 4.192 1.036 2.941
H 3.455 2.432 4.739
H 3.880 4.252 6.311
H 2.498 6.297 6.268
H 0.693 6.528 4.591
H 0.249 4.713 3.003
H -1.795 2.711 0.636
H -4.194 2.684 1.287
H -4.800 2.703 3.669
H -3.047 2.579 5.396
H -0.679 2.380 4.754
Cl -3.384 -2.313 -2.188
C -3.959 -2.184 -0.518
Cl -3.538 -0.613 0.166
H -3.480 -2.956 0.088
H -5.046 -2.272 -0.495
N -2.647 3.252 -1.846
N -2.771 1.854 -1.830
H -3.382 3.704 -2.385
H -1.745 3.537 -2.219
H -2.115 1.448 -1.089
H -3.736 1.621 -1.559

=====

# 4
6
Properties=species:S:1:pos:R:3 method="wB97M-V/def2-TZVPD" homo_lumo_gap_ev=12.113 lumo_ev=0.8 energy_ha=-132.71078
C 0.307 0.334 0.161
C -1.306 -1.426 -0.685
N -0.747 -0.426 -0.420
H 1.243 -0.015 -0.281
H 0.196 1.406 -0.008
H 0.308 0.127 1.233

=====

# 5
13
Properties=species:S:1:pos:R:3 method="wB97M-V/def2-TZVPD" homo_lumo_gap_ev=9.510 smiles=CNC.S lumo_ev=1.0 energy_ha=-534.49047
C 1.536 -0.758 -0.439
N 0.368 0.142 -0.377
C 0.487 1.226 0.518
H 2.329 -0.245 -0.993
H 1.216 -1.772 -0.698
H 1.827 -0.745 0.568
H -0.058 0.361 -1.238
H 1.327 1.931 0.306
H -0.535 1.726 0.760
H 0.822 0.843 1.519
S -3.081 -1.142 -0.555
H -3.918 -1.257 0.501
H -2.321 -0.309 0.129

=====

# 6
16
Properties=species:S:1:pos:R:3 method="wB97M-V/def2-TZVPD" homo_lumo_gap_ev="8.427 / 8.425" lumo_ev="0.0 / 0.0" energy_ha=-325.71870
C 0.169 0.604 0.535
C 2.522 0.019 -0.351
C -2.207 0.669 -0.164
N 1.627 -0.598 0.626
C -0.996 -0.184 0.154
C -1.032 -1.524 0.077
O 1.033 0.371 1.531
H 0.155 1.649 0.215
H 2.657 1.098 -0.209
H 2.196 -0.171 -1.384
H 3.488 -0.480 -0.218
H -1.986 1.370 -0.974
H -3.043 0.048 -0.481
H -2.517 1.257 0.703
H -1.949 -2.036 -0.189
H -0.115 -2.093 0.129

=====

# 7
29
Properties=species:S:1:pos:R:3 method="wB97M-V/def2-TZVPD" homo_lumo_gap_ev=7.604 lumo_ev=-0.9 energy_ha=-936.84170
C -2.208 0.256 -1.781
C -0.145 -1.263 -2.971
C -1.024 0.137 -1.179
C 0.097 -0.525 -1.866
C -0.743 0.722 0.170
C 1.358 -0.351 -1.288
C -2.436 -0.262 -3.167
C -1.540 -1.466 -3.463
C 1.667 0.657 4.140
C 0.258 0.248 3.835
C 1.321 0.104 2.791
C 1.300 1.024 1.586
N 0.507 0.502 0.548
O -1.588 1.302 0.839
P 2.985 -0.504 -1.343
H -3.005 0.787 -1.283
H 0.662 -1.772 -3.478
H -3.482 -0.535 -3.305
H -2.216 0.549 -3.871
H -1.535 -1.684 -4.531
H -1.945 -2.348 -2.953
H 1.890 1.710 4.218
H 2.248 0.040 4.809
H -0.132 -0.645 4.298
H -0.481 1.020 3.692
H 1.658 -0.898 2.552
H 0.943 2.024 1.867
H 2.333 1.134 1.199
H 3.252 0.037 -0.067

=====

# 8
100
Properties=species:S:1:pos:R:3 method="wB97M-V/def2-TZVPD" multiplicity=2 homo_lumo_gap_ev="8.557 / 8.326" s_squared=0.75 lumo_ev="0.4 / 0.2" energy_ha=-2787.87574
C 2.741 -1.522 -0.925
C 1.307 -1.149 -0.444
C 1.518 -0.342 0.847
C 0.716 -0.243 -1.537
C -0.812 -0.153 -1.657
C -1.477 0.822 -0.695
C -1.160 2.311 -0.968
C -1.859 3.154 0.115
N -1.109 3.243 1.378
N -1.082 0.282 -3.079
C -2.221 0.358 -3.474
S -3.680 0.705 -3.950
C -1.415 -1.563 -1.509
C -0.889 -2.371 -0.314
C -1.379 -3.816 -0.560
C -1.535 -1.952 1.029
N 0.587 -2.432 -0.257
O 0.999 -3.069 0.777
H 2.671 -2.448 -1.490
H 3.116 -0.735 -1.577
H 3.405 -1.673 -0.079
H 0.624 0.159 1.220
H 1.955 -0.937 1.646
H 2.236 0.444 0.603
H 1.097 -0.581 -2.502
H 1.140 0.750 -1.386
H -2.568 0.743 -0.755
H -1.215 0.627 0.344
H -0.081 2.437 -0.866
H -1.533 2.581 -1.954
H -1.975 4.169 -0.274
H -2.853 2.751 0.310
H -0.110 3.185 1.214
H -1.338 2.409 1.911
H -1.305 -2.129 -2.433
H -2.486 -1.454 -1.320
H -2.450 -3.865 -0.363
H -1.155 -4.105 -1.587
H -0.895 -4.507 0.128
H -0.918 -1.283 1.624
H -1.644 -2.858 1.626
H -2.536 -1.553 0.879
O 5.057 -3.298 -1.886
P 5.910 -4.420 -2.377
N 7.050 -4.589 -1.121
C 8.301 -5.314 -1.228
C 6.486 -4.760 0.216
N 6.650 -3.655 -3.741
C 8.041 -3.239 -3.703
C 5.821 -2.645 -4.388
N 6.112 -6.000 -3.053
C 5.908 -6.178 -4.502
C 5.230 -6.975 -2.364
H 8.173 -6.405 -1.204
H 8.941 -5.040 -0.386
H 8.856 -5.059 -2.124
H 6.253 -5.812 0.433
H 5.572 -4.180 0.329
H 7.191 -4.406 0.971
H 8.283 -2.632 -2.821
H 8.275 -2.653 -4.594
H 8.710 -4.100 -3.745
H 5.859 -1.678 -3.873
H 4.780 -2.962 -4.430
H 6.159 -2.502 -5.417
H 4.955 -5.771 -4.851
H 5.927 -7.245 -4.731
H 6.713 -5.721 -5.067
H 4.172 -6.789 -2.570
H 5.376 -6.927 -1.283
H 5.472 -7.990 -2.677
O -6.162 7.509 2.848
P -6.153 6.037 3.097
N -6.023 5.956 4.796
C -5.651 4.770 5.541
C -7.021 6.720 5.537
N -4.651 5.613 2.358
C -3.488 5.274 3.163
C -4.275 6.456 1.229
N -6.798 4.444 2.869
C -6.482 3.730 1.620
C -8.274 4.457 3.005
H -6.459 4.028 5.607
H -5.388 5.061 6.561
H -4.774 4.279 5.132
H -7.948 6.149 5.691
H -7.272 7.640 5.013
H -6.631 7.001 6.518
H -3.271 6.023 3.935
H -2.605 5.172 2.532
H -3.613 4.293 3.627
H -3.809 7.397 1.544
H -5.141 6.700 0.616
H -3.567 5.916 0.595
H -6.695 4.320 0.725
H -7.080 2.817 1.577
H -5.441 3.425 1.600
H -8.758 5.000 2.187
H -8.570 4.930 3.943
H -8.662 3.439 3.022

=====

# 9
9
Properties=species:S:1:pos:R:3 method="wB97M-V/def2-TZVPD" homo_lumo_gap_ev=8.062 lumo_ev=3.8 energy_ha=-453.93696 charge=-1
C 1.307 0.181 0.327
C 0.466 -0.273 1.281
C 1.095 -2.052 0.398
C -0.487 0.410 2.273
O -1.314 -0.168 2.962
O 1.147 -3.231 0.307
O -0.177 1.597 2.089
O 1.738 -1.010 -0.287
H 1.479 1.181 -0.147

=====

# 10
16
Properties=species:S:1:pos:R:3 method="wB97M-V/def2-TZVPD" homo_lumo_gap_ev=10.183 smiles="C[C@H]1CN(C)C1=O" lumo_ev=0.9 energy_ha=-325.88261
C 1.834 -0.392 0.512
C 1.096 0.640 -0.361
C 0.002 -0.023 -1.230
N -0.919 0.262 -0.145
C -2.155 -0.373 0.228
C -0.009 1.002 0.598
O 0.013 1.530 1.685
H 1.148 -0.973 1.158
H 2.539 0.060 1.217
H 2.314 -1.085 -0.166
H 1.681 1.430 -0.846
H -0.270 0.507 -2.152
H 0.128 -1.091 -1.450
H -2.022 -0.762 1.235
H -2.934 0.379 0.213
H -2.535 -1.217 -0.373

=====

# 11
57
Properties=species:S:1:pos:R:3 method="wB97M-V/def2-TZVPD" homo_lumo_gap_ev=8.739 smiles="CCCCO[PH3]P(C)C.CCOC(=O)OC.CCOC(=O)OC" lumo_ev=0.7 energy_ha=-1763.17260
C -1.170 1.172 4.917
C -0.967 2.044 3.680
C 0.443 2.628 3.593
C 0.658 3.648 2.466
O 1.242 3.100 1.297
P 0.317 2.068 0.308
P -0.907 0.649 -1.009
C -2.315 1.761 -1.473
C -1.681 -0.389 0.319
H -0.258 0.627 5.173
H -1.960 0.435 4.767
H -1.445 1.769 5.788
H -1.682 2.872 3.679
H -1.188 1.465 2.776
H 0.700 3.092 4.551
H 1.159 1.811 3.458
H 1.321 4.449 2.796
H -0.306 4.111 2.198
H 1.275 2.247 -0.695
H -0.753 3.013 0.359
H 0.523 0.986 1.195
H -2.419 1.813 -2.556
H -3.254 1.396 -1.057
H -2.155 2.783 -1.108
H -2.653 -0.010 0.639
H -1.813 -1.410 -0.039
H -1.026 -0.435 1.195
C 0.022 -1.560 -4.227
C -0.615 -0.442 -5.014
O -1.134 -0.903 -6.282
C -2.326 -1.491 -6.229
O -3.016 -1.625 -5.250
O -2.640 -1.914 -7.456
C -3.915 -2.556 -7.551
H 0.809 -2.045 -4.806
H 0.453 -1.146 -3.316
H -0.721 -2.305 -3.942
H 0.111 0.320 -5.291
H -1.425 0.022 -4.452
H -4.701 -1.907 -7.171
H -3.917 -3.486 -6.984
H -4.058 -2.755 -8.609
C 4.616 0.298 2.780
C 3.142 0.214 2.457
O 2.805 -1.014 1.779
C 2.665 -2.081 2.563
O 2.752 -2.099 3.765
O 2.401 -3.137 1.792
C 2.207 -4.361 2.509
H 5.211 0.171 1.875
H 4.837 1.279 3.201
H 4.899 -0.462 3.506
H 2.841 0.993 1.760
H 2.534 0.293 3.358
H 1.428 -4.245 3.259
H 3.131 -4.665 2.998
H 1.916 -5.089 1.758

=====

# 12
10
Properties=species:S:1:pos:R:3 method="wB97M-V/def2-TZVPD" homo_lumo_gap_ev=8.872 lumo_ev=0.2 energy_ha=-297.40932
C -1.641 -0.880 1.571
C 1.185 0.544 -1.103
N -0.527 -1.001 -0.814
N -0.940 0.043 1.526
N -0.029 0.565 0.893
N 0.114 -0.091 -0.422
H -2.222 -1.375 2.279
H 0.553 1.473 -1.572
H 1.977 0.856 -0.422
H 1.529 -0.135 -1.934

=====

# 13
26
Properties=species:S:1:pos:R:3 method="wB97M-V/def2-TZVPD" homo_lumo_gap_ev=9.263 lumo_ev=-6.5 energy_ha=-476.77621 charge=+2
C -0.282 -1.313 1.174
C -1.145 -0.623 0.126
C -0.432 0.395 -0.743
C 0.547 0.048 -1.599
N 1.290 0.829 -2.408
N -0.935 1.787 -0.671
N -0.019 -0.417 2.369
H -0.771 -2.213 1.538
H 0.673 -1.610 0.760
H -1.537 -1.405 -0.525
H -2.045 -0.196 0.582
H 0.777 -1.009 -1.666
H 1.943 0.404 -3.044
H 1.208 1.830 -2.452
H -0.582 2.265 0.178
H -1.959 1.794 -0.685
H -0.656 2.336 -1.489
H 0.177 0.552 2.084
H -0.829 -0.401 2.993
H 0.773 -0.756 2.919
H 1.072 2.899 1.820
H -0.291 3.083 2.470
O 0.183 2.516 1.843
H -0.083 -3.896 -1.259
H 1.397 -3.869 -0.983
O 0.605 -3.320 -0.904